# 1
Computed, not measured: a cluster of 8 separate species, C29H54F12NO10P2 in total, with ωB97M-V with the def2-TZVPD basis set.

Element x y z (Å)
C (0.752618, -0.128000, 3.952283)
C (-0.282478, 0.795351, 4.657727)
C (-0.561853, 0.096601, 6.037990)
C (0.547548, 0.285625, 7.053818)
C (0.800246, 1.773479, 7.255710)
C (1.029090, 2.523537, 5.947164)
N (0.111647, 2.157800, 4.904700)
O (0.271489, 2.926608, 3.769380)
C (2.528437, 2.385166, 5.538067)
C (0.824958, 4.020726, 6.253375)
C (-1.618887, 0.746574, 3.904536)
H (0.694278, -0.158625, 2.860882)
H (0.793333, -1.176853, 4.276242)
H (1.779032, 0.214292, 4.138961)
H (-0.771817, -0.938331, 5.771523)
H (-1.412031, 0.654398, 6.450363)
H (1.506658, -0.120289, 6.706510)
H (0.284808, -0.154573, 8.023426)
H (1.665838, 1.904322, 7.922577)
H (-0.011275, 2.223449, 7.845602)
H (2.574001, 2.790878, 4.521537)
H (2.846133, 1.341148, 5.554400)
H (3.201096, 2.997417, 6.149260)
H (1.576151, 4.225464, 7.031194)
H (-0.156479, 4.260100, 6.671896)
H (0.958695, 4.634846, 5.366156)
H (-2.219027, -0.110343, 4.232355)
H (-1.536822, 0.810706, 2.823531)
H (-2.156875, 1.624627, 4.272865)
P (-0.825460, -0.114803, -0.897728)
F (0.235441, 0.038205, 0.328547)
F (0.442312, -0.535033, -1.827438)
F (-1.141060, -1.684057, -0.492407)
F (-1.760073, -0.270542, -2.226321)
F (-2.172274, 0.183734, -0.044991)
F (-0.665271, 1.463554, -1.143390)
P (-4.913634, 2.289682, -0.149478)
F (-6.100019, 2.566998, 0.917948)
F (-4.546195, 3.906486, -0.221755)
F (-3.878942, 2.144146, 1.069814)
F (-3.668504, 2.118489, -1.176235)
F (-5.279037, 0.739347, -0.197905)
F (-5.954615, 2.600733, -1.385100)
C (-4.827618, 2.651551, -4.379246)
C (-6.224770, 2.007896, -4.580317)
C (-5.858136, 0.521199, -4.636697)
O (-4.641363, 0.347746, -3.990849)
C (-3.851684, 1.485442, -4.395961)
H (-4.795116, 3.144010, -3.409491)
H (-4.817379, 3.434972, -5.143847)
H (-6.614274, 2.190100, -5.589643)
H (-6.877257, 2.358738, -3.787284)
H (-5.805728, 0.114591, -5.662742)
H (-6.705340, -0.033427, -4.209304)
H (-3.483783, 1.242526, -5.406191)
H (-3.001394, 1.625623, -3.735226)
C (-0.215762, -2.865654, -5.577839)
C (-0.872397, -4.243450, -5.401681)
C (-1.481486, -4.174372, -4.001129)
O (-1.901602, -2.837536, -3.897951)
C (-0.893505, -2.000864, -4.502552)
H (-0.468111, -2.461263, -6.559421)
H (0.868854, -2.956117, -5.507292)
H (-0.189808, -5.087962, -5.541298)
H (-1.648337, -4.340135, -6.165670)
H (-0.754842, -4.428313, -3.217241)
H (-2.365990, -4.804855, -3.897709)
H (-0.257599, -1.553168, -3.739243)
H (-1.519598, -1.204694, -4.908683)
C (3.455066, 2.987484, -1.118546)
C (3.468706, 4.347121, -0.381692)
C (2.664015, 4.031062, 0.869735)
O (1.646426, 3.214186, 0.362912)
C (2.292489, 2.232637, -0.453338)
H (4.456859, 2.554693, -1.108027)
H (3.209704, 3.118297, -2.175465)
H (2.998358, 5.119287, -0.992658)
H (4.495552, 4.710394, -0.242007)
H (2.220087, 4.924792, 1.323333)
H (3.139219, 3.569437, 1.749877)
H (1.522897, 1.932216, -1.156430)
H (2.531973, 1.339564, 0.131545)
C (-0.113854, -3.455922, 2.609000)
C (0.801802, -2.788497, 1.610491)
C (2.282327, -2.647352, 2.028478)
O (2.934042, -3.056684, 0.814277)
C (2.089419, -3.750062, 0.011283)
O (2.451750, -4.270486, -1.007432)
O (0.878926, -3.751747, 0.524832)
H (0.267017, -4.419451, 2.958186)
H (-1.133537, -3.519660, 2.228944)
H (-0.264384, -2.854021, 3.510501)
H (0.290142, -1.901755, 1.240575)
H (2.449769, -3.327108, 2.866566)
H (2.508007, -1.609929, 2.253361)
C (3.859541, -3.856602, -5.148822)
C (3.500758, -3.320933, -3.749837)
C (4.724231, -3.238487, -2.838141)
O (4.853164, -1.853535, -2.536454)
C (3.758767, -1.188853, -2.990005)
O (3.461713, -0.078053, -2.724016)
O (3.035443, -1.991207, -3.830248)
H (2.913987, -4.140051, -5.623993)
H (4.461113, -4.762131, -5.116911)
H (4.231924, -3.028145, -5.753952)
H (2.772243, -4.045732, -3.391116)
H (5.625398, -3.525676, -3.392141)
H (4.671806, -3.884732, -1.965706)

Forces on the atoms, in the same order (eV/Å):
C 1.4 0.2 -0.6
C 0.3 -1.4 0.9
C 0.2 1.2 -0.5
C 0.5 0.2 -0.2
C -0.2 -0.1 0.7
C 0.4 0.5 0.1
N -1.1 0.1 0.4
O 0.5 -0.1 -0.3
C -0.2 0.2 -0.4
C 0.4 -0.1 0.4
C -0.1 0.8 0.6
H -0.4 0.3 0.0
H -0.5 0.1 0.3
H -0.1 0.2 0.1
H -0.3 -0.1 0.5
H -0.4 -0.5 -0.1
H -0.2 -0.4 0.0
H 0.1 -0.2 -0.1
H 0.2 0.0 -0.2
H -0.3 0.0 -0.4
H 0.0 -0.3 -0.1
H 0.2 0.0 0.0
H -0.1 -0.2 0.2
H -0.1 0.5 -0.1
H -0.1 -0.3 -0.1
H 0.2 -0.1 -0.1
H 0.2 -0.3 -0.3
H 0.0 0.0 0.0
H -0.1 0.0 -0.3
P -2.4 0.3 0.2
F -0.5 -0.5 0.5
F 0.2 -0.1 0.0
F 1.2 -0.3 -0.4
F 0.4 0.0 0.0
F 1.0 0.3 0.5
F 0.4 -0.2 -0.7
P 2.0 1.8 -0.3
F -0.4 0.1 -0.1
F -0.7 0.2 0.6
F -0.4 -0.4 0.2
F -0.8 -0.6 -0.5
F 0.0 -0.1 0.0
F -0.2 -0.5 -0.1
C -1.1 0.7 0.0
C 1.1 -0.3 -0.9
C -1.4 -0.4 0.5
O 0.3 0.3 0.3
C -0.1 -0.4 -0.5
H 0.0 -0.1 0.1
H 1.1 -0.1 -0.1
H -0.3 0.7 0.3
H -0.3 -0.5 0.0
H 0.2 0.5 -0.3
H 0.6 -0.4 0.6
H 0.1 0.3 -0.1
H -0.1 -0.3 0.3
C -0.1 -0.1 -0.1
C 0.0 -0.3 -0.3
C -0.1 0.3 -0.3
O 0.3 -0.3 0.1
C -1.0 0.2 0.3
H 0.2 0.0 -0.1
H 0.0 0.4 0.2
H 0.1 0.1 0.1
H -0.2 -0.2 0.2
H 0.1 0.0 0.0
H 0.0 -0.1 0.1
H 0.2 -0.3 0.0
H 0.5 0.2 -0.2
C 0.1 0.4 -0.5
C 1.0 -0.2 -0.2
C -0.8 0.9 0.6
O 0.1 -0.2 0.1
C -0.7 0.1 0.0
H -0.2 -0.5 0.3
H 0.1 0.1 0.0
H -0.4 0.0 0.2
H 0.0 -0.1 0.3
H -0.3 0.0 -0.3
H 0.6 -0.3 -0.5
H 0.2 -0.2 -0.2
H 0.4 0.2 0.1
C -0.4 0.5 1.1
C -0.9 -0.7 0.7
C -1.8 0.1 -1.0
O 0.9 -0.1 0.2
C 0.2 0.7 0.6
O 0.0 -0.3 0.0
O 0.0 -0.1 -0.6
H -0.1 -0.1 -0.3
H 0.2 -0.4 -0.4
H 0.4 0.2 -0.1
H 0.6 0.2 -0.2
H 0.6 0.0 -0.1
H 0.3 -0.1 0.1
C -1.3 0.7 -0.1
C 0.8 -1.4 -0.8
C 0.7 -0.2 -0.6
O -0.3 -0.1 0.4
C -0.5 -0.2 -0.1
O 0.4 0.2 -0.2
O -0.1 0.0 0.4
H 0.1 0.0 -0.1
H 0.4 0.2 0.0
H 0.6 -0.3 0.0
H -0.4 0.7 0.7
H 0.0 0.1 0.0
H -0.3 0.4 0.3

Values from the calculation:
Net charge: -3
Orbital gap in eV: 2.60

Results of the Mulliken charge analysis, in e, for atoms 1 through 4: number 1, C, carries -0.0868; number 2, C, carries 2.0454; number 3, C, carries -1.7911; number 4, C, carries -0.6800

***

# 2
Computed, not measured: a structure of composition C29H54N11O9P2Ti, with ωB97M-V with the def2-TZVPD basis set.

Element x y z (Å)
Ti (-0.644334, -0.008610, 0.631643)
C (-1.359003, 1.285965, -3.533061)
N (-2.784826, 1.520213, -3.332852)
C (-3.547007, 0.318825, -3.696685)
C (-3.075390, 2.296189, -2.197240)
N (-2.114669, 2.533521, -1.406476)
C (-2.244770, 3.465481, -0.319140)
C (-1.739612, 2.914210, 0.999144)
N (-0.390750, 2.271492, 1.045444)
C (0.007974, 2.165767, 2.483037)
C (1.142398, 1.165264, 2.654224)
N (0.722370, -0.187517, 2.263943)
C (1.044337, -1.176756, 3.042194)
N (0.600135, -2.459310, 2.876695)
C (-0.635395, -2.883841, 2.214665)
C (1.344223, -3.580346, 3.432930)
N (1.933261, -0.962556, 4.096334)
C (1.639792, -1.431755, 5.433968)
C (3.309609, -0.639680, 3.785239)
C (0.644490, 3.097942, 0.372922)
C (0.926292, 2.647088, -1.032296)
N (1.306367, 1.250345, -1.016649)
C (2.470816, 0.870407, -1.370557)
N (3.591415, 1.694228, -1.410679)
C (3.976506, 2.450628, -0.243550)
C (4.583701, 1.598659, -2.457431)
N (2.667012, -0.421393, -1.810242)
C (3.820127, -1.195649, -1.401795)
C (1.590994, -1.162608, -2.441330)
N (-4.332077, 2.974833, -2.063125)
C (-5.595995, 2.332349, -2.372225)
C (-4.254649, 4.307803, -2.654198)
H (-0.898059, 0.767782, -2.688073)
H (-0.837114, 2.230869, -3.681595)
H (-1.246070, 0.673939, -4.429495)
H (-3.559953, 0.218465, -4.783208)
H (-4.561640, 0.351522, -3.346122)
H (-3.080606, -0.573312, -3.265897)
H (-3.281166, 3.754776, -0.121956)
H (-1.701428, 4.384776, -0.569818)
H (-2.455283, 2.192155, 1.381370)
H (-1.728499, 3.757456, 1.699938)
H (-0.845233, 1.838849, 3.066547)
H (0.322424, 3.144857, 2.859782)
H (1.472741, 1.194426, 3.690913)
H (1.993778, 1.438475, 2.022789)
H (-1.104897, -2.094356, 1.661277)
H (-1.368711, -3.234420, 2.943445)
H (-0.408839, -3.687714, 1.512442)
H (2.365601, -3.298033, 3.663064)
H (1.375225, -4.373209, 2.682953)
H (0.867266, -3.984375, 4.329440)
H (0.580533, -1.666087, 5.522415)
H (1.869224, -0.644206, 6.156163)
H (2.220527, -2.317037, 5.713963)
H (3.408358, -0.448562, 2.717857)
H (3.974246, -1.473019, 4.044758)
H (3.648534, 0.243135, 4.338244)
H (1.547378, 3.011742, 0.972861)
H (0.364839, 4.156201, 0.383968)
H (1.662852, 3.329782, -1.476877)
H (0.005640, 2.705489, -1.606910)
H (3.220281, 2.342542, 0.531045)
H (4.100122, 3.515302, -0.465922)
H (4.927536, 2.079893, 0.159595)
H (4.199871, 1.001350, -3.281450)
H (5.519617, 1.145387, -2.105147)
H (4.822139, 2.596748, -2.836706)
H (4.278119, -1.703167, -2.256523)
H (3.528151, -1.950118, -0.663772)
H (4.563991, -0.549443, -0.942786)
H (1.430362, -2.122040, -1.935305)
H (1.832207, -1.377821, -3.487795)
H (0.673610, -0.584924, -2.390549)
H (-5.678792, 1.384607, -1.843058)
H (-5.762379, 2.175100, -3.446359)
H (-6.394060, 2.981362, -2.007574)
H (-3.369940, 4.834480, -2.295816)
H (-5.135611, 4.881350, -2.360511)
H (-4.214306, 4.271133, -3.752527)
O (-4.532983, -0.752186, -1.038022)
P (-3.446604, -0.953990, 0.110207)
O (-3.189376, -2.353761, 0.467459)
O (-2.266228, -0.045185, -0.294436)
O (-4.104876, -0.161248, 1.367887)
P (-3.252248, -0.274151, 2.758091)
O (-3.679335, 1.084787, 3.498676)
O (-3.563426, -1.449851, 3.576924)
O (-1.816362, -0.017066, 2.292395)
H (-5.174584, -1.472920, -0.999886)
H (-4.314313, 0.866785, 4.191514)
O (2.610403, -1.353379, 0.509256)
C (1.693828, -1.922189, -0.039210)
N (0.424066, -1.406880, -0.352825)
C (-0.211561, -2.361865, -1.205414)
O (-1.227202, -2.231199, -1.829275)
C (0.673774, -3.584844, -1.292528)
C (0.498100, -4.761704, -1.987673)
C (1.531454, -5.695090, -1.921453)
C (2.690202, -5.429816, -1.192735)
C (2.846765, -4.225396, -0.509931)
C (1.804561, -3.327761, -0.577066)
H (-0.408397, -4.942621, -2.552796)
H (1.439494, -6.636963, -2.447374)
H (3.481457, -6.167790, -1.166367)
H (3.747501, -3.997027, 0.048635)

Forces on the atoms, in the same order (eV/Å):
Ti 1.5 1.6 0.3
C -0.1 -0.1 -0.1
N -0.2 0.0 0.0
C 0.2 0.1 0.0
C -0.2 -0.1 -0.3
N 0.1 0.3 0.2
C 0.0 0.0 -0.2
C 0.2 0.0 0.3
N -0.2 0.0 0.5
C 0.1 -0.1 -0.2
C -0.2 -0.3 0.0
N 0.3 0.2 0.3
C 0.0 -0.2 -0.1
N -0.1 0.2 0.1
C 0.2 0.0 0.2
C -0.1 0.1 -0.1
N 0.0 -0.3 0.0
C 0.1 0.0 -0.1
C 0.0 0.1 0.1
C -0.2 0.1 0.2
C 0.2 -0.1 -0.1
N -1.0 0.2 0.5
C 0.6 -0.8 -0.6
N 0.0 -0.1 0.1
C 0.0 0.0 0.0
C 0.0 -0.1 0.0
N 0.1 0.5 -0.6
C 1.3 -0.4 -1.6
C 0.7 0.4 -1.6
N 0.1 0.0 -0.1
C 0.1 -0.1 0.0
C 0.0 -0.1 0.0
H -0.1 0.0 0.0
H 0.0 0.0 0.0
H 0.0 0.0 0.0
H 0.0 0.0 0.0
H -0.2 0.1 0.1
H 0.0 0.0 0.0
H -0.1 0.1 -0.1
H 0.1 0.0 0.0
H 0.0 -0.1 0.0
H 0.0 0.0 0.1
H -0.1 0.0 0.0
H 0.0 0.1 -0.1
H 0.0 0.0 0.1
H 0.0 0.0 0.1
H -0.1 0.0 0.1
H 0.0 0.0 0.0
H 0.0 0.0 0.0
H 0.1 0.0 0.0
H 0.0 0.0 0.0
H 0.0 0.0 0.0
H 0.0 0.0 0.0
H 0.0 0.0 0.0
H 0.0 -0.1 0.0
H 0.0 0.0 0.0
H 0.0 0.0 0.0
H 0.0 0.0 0.0
H -0.1 0.1 -0.1
H -0.2 0.0 0.1
H 0.1 -0.2 0.0
H 0.0 0.1 -0.1
H 0.2 0.0 -0.1
H 0.0 0.0 0.0
H 0.0 0.0 0.0
H 0.0 0.0 0.0
H 0.0 0.0 0.0
H 0.0 0.0 0.0
H 0.1 0.3 -0.3
H 1.7 0.5 -1.4
H 0.0 0.0 0.1
H 1.2 1.7 -2.5
H 0.2 0.1 -0.2
H 0.3 0.0 -0.3
H 0.0 0.0 0.0
H 0.0 0.0 0.0
H 0.0 0.0 0.0
H 0.0 0.0 0.0
H 0.0 0.0 0.0
H 0.0 0.0 0.0
O -0.1 0.0 0.2
P 0.0 0.3 0.1
O 0.1 0.0 -0.2
O -1.6 -0.5 -0.8
O 0.0 -0.2 0.1
P 0.2 0.1 -0.1
O -0.1 0.0 -0.1
O 0.0 0.1 0.0
O -0.5 -0.2 0.1
H 0.0 0.0 0.0
H 0.0 0.0 0.0
O -1.8 0.1 3.0
C -1.9 -0.2 1.5
N -0.2 -2.4 1.1
C -0.2 -0.3 0.9
O -0.2 0.2 0.0
C -1.1 -0.8 0.3
C -0.1 0.0 0.1
C 0.1 0.0 0.0
C 0.0 0.0 0.0
C 0.0 -0.1 0.1
C 0.3 -0.2 1.0
H 0.1 0.0 0.0
H 0.0 0.0 0.0
H 0.0 0.0 0.0
H 0.0 -0.1 0.0

Values from the calculation:
2S+1: 2
Expectation value of S²: 0.75
ΔE to the lowest compared entry with this formula, charge and spin in kcal per mole: 88.2
Orbital gap (spin up / spin down) in eV: 7.44 / 8.03

Results of the Mulliken charge analysis, in e, for atoms 1 through 4: number 1, Ti, carries 0.5964; number 2, C, carries -1.3383; number 3, N, carries 0.1398; number 4, C, carries -0.7585

***

In order of appearance, calculated total energy = -3825.9440; -3949.3682 Eh.